No. 1
C3H10N2S2 | ωB97M-V/def2-TZVPD

* expectation value of S²: 0.754
* charge: +1
* spin multiplicity: 2
* frontier orbital gap (alpha / beta): 8.206 / 4.473 eV
* E_LUMO (alpha / beta): -0.174 / -0.309 Eh
* E_HOMO (alpha / beta): -12.9 / -12.9 eV

Geometry as XYZ:
```
17
C3H10N2S2, DFT ωB97M-V/def2-TZVPD
S -3.8615 -0.6066 0.7604
S -2.5365 0.5132 -0.3094
C -1.0879 -0.5763 -0.3507
C 0.1177 0.3170 0.0508
C 1.3079 -0.6518 -0.0021
N 2.5836 0.0578 0.1276
N 0.3503 1.3516 -0.9500
H -4.0138 0.3149 1.7352
H -1.1014 -1.4899 0.2371
H -0.9578 -0.9050 -1.3853
H -0.0813 0.6483 1.0812
H 1.2114 -1.4005 0.7914
H 1.3441 -1.1643 -0.9650
H 2.8115 0.1663 1.1101
H 3.2898 -0.5015 -0.3238
H 1.0949 1.9752 -0.6499
H -0.4712 1.9517 -0.9577
```

---

No. 2
C55H68N11O5P2 | ωB97M-V/def2-TZVPD

* charge: -1
* spin multiplicity: 1
* frontier orbital gap: 5.193 eV
* E_LUMO: 0.067 Eh
* E_HOMO: -3.4 eV

Geometry as XYZ:
```
141
C55H68N11O5P2, DFT ωB97M-V/def2-TZVPD
C 1.8307 -1.8391 2.3109
C 0.8983 -1.4239 1.1644
O 0.6991 -0.0043 1.1565
C -0.6002 0.3926 1.0598
O -1.0159 1.2719 1.7764
C -1.4576 -0.2684 0.0199
C -2.9436 -0.2859 0.3846
C -3.2601 -0.8900 1.7656
P -4.3514 -2.4848 1.7516
C -4.0521 -2.9162 3.5806
C -3.6887 -1.7538 4.5170
C -2.1948 -1.4957 4.7866
O -1.3222 -2.4775 4.2813
O -5.4920 -3.9711 1.4792
C -5.1734 -5.0901 1.9583
N -4.8998 -6.1243 2.4564
P -2.5415 -3.5835 0.8889
N -1.9232 -4.8111 1.9233
O -3.2082 -4.4917 -0.3880
H 1.2901 -2.5048 2.9711
H 2.1402 -0.9805 2.8814
H 2.6606 -2.3752 1.8769
H -0.0248 -1.9829 1.2594
H 1.3493 -1.6946 0.2182
H -1.1577 -1.2712 -0.2442
H -1.3765 0.3509 -0.8704
H -3.2475 0.7544 0.3773
H -3.4516 -0.7497 -0.4565
H -2.3016 -1.2048 2.1559
H -3.6963 -0.0970 2.3529
H -4.6976 -2.1667 0.3592
H -5.5327 -1.7739 2.1684
H -3.4008 -3.7544 3.8024
H -5.0326 -3.2148 3.9427
H -4.1014 -2.0332 5.4857
H -4.2235 -0.8475 4.2760
H -2.0276 -1.3529 5.8466
H -1.9387 -0.5387 4.3349
H -0.8752 -2.1442 3.5086
H -0.9317 -4.9464 1.7891
H -2.3574 -5.7067 1.7199
H -4.0040 -4.0215 -0.6608
N 4.3947 0.2642 3.0191
C 5.0578 0.1020 4.1596
C 6.2536 0.7419 4.4532
C 6.7912 1.5956 3.5036
C 6.1118 1.7744 2.3077
C 4.9202 1.0884 2.1171
H 4.5938 -0.5804 4.8663
H 6.7492 0.5757 5.4009
H 7.7235 2.1121 3.6961
H 6.4953 2.4320 1.5392
H 4.3519 1.2006 1.1995
N 9.4377 2.4903 5.5357
C 10.0974 1.4132 5.9558
C 10.4757 1.2081 7.2737
C 10.1531 2.1781 8.2079
C 9.4675 3.3059 7.7887
C 9.1337 3.4112 6.4472
H 10.3304 0.6803 5.1911
H 11.0081 0.3112 7.5581
H 10.4304 2.0564 9.2471
H 9.1950 4.0870 8.4846
H 8.5926 4.2748 6.0765
N -1.8921 1.0219 -3.7011
C -0.8764 1.8591 -3.4982
C 0.3264 1.7970 -4.1854
C 0.4860 0.8053 -5.1355
C -0.5587 -0.0736 -5.3626
C -1.7223 0.0770 -4.6232
H -1.0416 2.6190 -2.7424
H 1.1135 2.5092 -3.9784
H 1.4109 0.7202 -5.6937
H -0.4750 -0.8632 -6.0977
H -2.5652 -0.5885 -4.7728
N 2.5043 -1.7274 6.0724
C 2.2964 -2.9275 6.6072
C 1.6862 -3.1277 7.8359
C 1.2709 -2.0174 8.5511
C 1.4795 -0.7598 8.0102
C 2.0968 -0.6716 6.7719
H 2.6354 -3.7687 6.0129
H 1.5387 -4.1281 8.2184
H 0.7890 -2.1304 9.5139
H 1.1687 0.1340 8.5332
H 2.2742 0.2928 6.3072
N -1.2347 -5.0852 -3.7746
C -0.5992 -5.7163 -4.7596
C -0.5857 -7.0934 -4.9142
C -1.2714 -7.8624 -3.9873
C -1.9368 -7.2253 -2.9545
C -1.8927 -5.8374 -2.8876
H -0.0725 -5.0762 -5.4611
H -0.0523 -7.5497 -5.7377
H -1.2854 -8.9425 -4.0702
H -2.4824 -7.7873 -2.2090
H -2.4068 -5.3052 -2.0872
N -7.0975 -0.2947 3.7954
C -7.6253 0.9046 4.0197
C -8.9789 1.1273 4.2266
C -9.8326 0.0378 4.1956
C -9.3001 -1.2190 3.9625
C -7.9300 -1.3335 3.7702
H -6.9199 1.7293 4.0314
H -9.3509 2.1273 4.4059
H -10.8969 0.1662 4.3508
H -9.9312 -2.0966 3.9297
H -7.4689 -2.2980 3.5837
N 0.4248 5.4006 -2.6101
C -0.6011 5.5367 -1.7692
C -1.7369 6.2787 -2.0529
C -1.8157 6.9178 -3.2791
C -0.7632 6.7853 -4.1681
C 0.3262 6.0186 -3.7858
H -0.4999 5.0175 -0.8223
H -2.5391 6.3484 -1.3315
H -2.6871 7.5052 -3.5397
H -0.7832 7.2606 -5.1392
H 1.1676 5.8838 -4.4535
N -0.8202 1.8181 -9.6002
C -0.4641 0.7684 -8.8600
C 0.1104 -0.3806 -9.3835
C 0.3227 -0.4466 -10.7501
C -0.0442 0.6343 -11.5349
C -0.6076 1.7375 -10.9117
H -0.6508 0.8620 -7.7978
H 0.3828 -1.2017 -8.7344
H 0.7669 -1.3267 -11.1972
H 0.1027 0.6243 -12.6061
H -0.9065 2.6068 -11.4877
N 1.0402 5.6829 -7.1752
C 2.0613 6.5212 -6.9957
C 3.2570 6.4404 -7.6912
C 3.4060 5.4275 -8.6246
C 2.3583 4.5448 -8.8233
C 1.2009 4.7166 -8.0777
H 1.9043 7.2956 -6.2517
H 4.0501 7.1513 -7.5038
H 4.3254 5.3279 -9.1875
H 2.4317 3.7391 -9.5408
H 0.3547 4.0494 -8.2066
```

---

No. 3
C2H5NS | ωB97M-V/def2-TZVPD

* spin multiplicity: 1
* frontier orbital gap: 9.395 eV
* E_LUMO: 0.012 Eh
* E_HOMO: -9.1 eV

Geometry as XYZ:
```
9
C2H5NS, DFT ωB97M-V/def2-TZVPD
C -0.7914 0.0188 0.8179
C 0.8615 -0.0930 -1.3478
N -1.5360 0.6987 1.5491
S -0.8404 0.1516 -0.9596
H 0.2530 -1.2136 1.4024
H 1.2900 -0.7482 -0.4497
H 1.3321 0.8521 -1.1654
H 0.8508 -0.3623 -2.3419
H -1.4195 0.6959 2.4950
```

---

No. 4
C21H39AlFN7S2Si | ωB97M-V/def2-TZVPD

* charge: +2
* spin multiplicity: 1
* frontier orbital gap: 8.483 eV
* E_LUMO: -0.187 Eh
* E_HOMO: -13.6 eV

Geometry as XYZ:
```
72
C21H39AlFN7S2Si, DFT ωB97M-V/def2-TZVPD
Al -1.3977 -0.1343 0.2756
C 1.4555 -0.6572 3.5223
Si -0.2249 0.0591 3.2841
C -1.2787 0.0428 4.8044
C -0.0472 1.8696 2.7808
N -1.0312 -0.7866 1.9444
C -1.2184 -2.1830 2.0210
C -1.0689 -3.0283 3.1257
C -1.3179 -4.3926 3.0154
C -1.7205 -4.9744 1.8196
C -1.8678 -4.1773 0.6897
C -1.5969 -2.8560 0.8767
F -1.7059 -1.9624 -0.2611
H 2.0047 -0.1154 4.2964
H 2.0215 -0.5736 2.5899
H 1.4308 -1.7087 3.8118
H -0.8565 0.7189 5.5536
H -1.3734 -0.9353 5.2759
H -2.2895 0.3957 4.5774
H 0.8924 2.2505 3.1893
H -0.8275 2.5029 3.2211
H 0.0154 2.0705 1.7060
H -0.7556 -2.6257 4.0788
H -1.1962 -5.0152 3.8913
H -1.9191 -6.0346 1.7583
H -2.1735 -4.5693 -0.2705
C -4.2630 4.0214 1.8122
C -4.1523 3.2982 0.5236
N -4.6865 3.6327 -0.6066
N -4.3007 2.6506 -1.4889
C -3.5480 1.7153 -0.9373
S -2.8875 0.2827 -1.5613
N -3.4353 2.1189 0.3474
N -2.7023 1.3438 1.2440
H -4.8837 4.9007 1.6612
H -3.2831 4.3434 2.1691
H -4.7268 3.3926 2.5738
H -4.6282 2.6838 -2.4439
H -3.3224 0.8263 1.8695
H -2.0809 1.9283 1.8081
C 4.3035 -1.6961 -0.3488
C 3.7734 -2.3814 -1.6050
C 2.4478 -3.1091 -1.3798
C 1.2976 -2.1768 -1.0304
N 1.0334 -1.2655 -2.1600
C 0.6667 0.0078 -2.1228
S 0.4777 0.8374 -0.5880
N 0.5274 0.6774 -3.2499
C 0.2722 2.1228 -3.3947
C 1.5221 2.9781 -3.2412
C 2.5372 2.8675 -4.3799
C 3.3759 1.5893 -4.3735
H 5.2828 -1.2546 -0.5283
H 4.4088 -2.4102 0.4706
H 3.6469 -0.8892 -0.0098
H 4.5036 -3.1070 -1.9645
H 3.6664 -1.6427 -2.4064
H 2.5483 -3.8142 -0.5517
H 2.1816 -3.7073 -2.2571
H 1.5428 -1.5685 -0.1622
H 0.3961 -2.7466 -0.8073
H 1.1979 -1.6674 -3.0751
H 0.7539 0.1831 -4.1025
H -0.4875 2.3979 -2.6649
H -0.1582 2.2466 -4.3886
H 2.0058 2.7329 -2.2898
H 1.1810 4.0124 -3.1583
H 3.2095 3.7231 -4.3117
H 2.0200 2.9690 -5.3389
H 3.7999 1.4025 -3.3833
H 4.2053 1.6670 -5.0751
H 2.8078 0.7030 -4.6698
```

---

No. 5
C12H20N4O3 | ωB97M-V/def2-TZVPD

* spin multiplicity: 1
* frontier orbital gap: 9.660 eV
* E_LUMO: 0.020 Eh
* structure (SMILES): CC[C@H](C)[C@H](NC(=O)[C@@H](N)Cc1c[nH]cn1)C(=O)O
* E_HOMO: -9.1 eV

Geometry as XYZ:
```
39
C12H20N4O3, DFT ωB97M-V/def2-TZVPD
C 0.3121 -2.1432 1.9523
C 0.8485 -0.7273 1.7013
C -1.2502 -2.2275 1.9286
C -1.8011 -2.4839 0.5371
C -2.5782 -3.5164 0.1638
C -2.1195 -2.1683 -1.5505
C 0.8679 1.2248 0.1510
C -0.2982 2.1216 0.6140
C 1.2158 1.3638 -1.3527
C -0.0164 1.5559 -2.2665
C 2.3553 2.4055 -1.6433
C 2.0656 3.8620 -1.2824
H 1.8440 -2.6813 3.1665
H 0.5906 -1.9239 3.9079
H 0.6824 -2.7028 1.0831
H -1.6331 -3.0006 2.6178
H -1.6890 -1.2562 2.2658
H -3.0699 -4.3708 0.6215
H -2.0916 -1.7774 -2.5688
H -3.3229 -3.9226 -1.7804
H -0.1018 -0.5688 -0.0490
H 1.6555 1.5566 0.8629
H 1.6601 0.4348 -1.6955
H 0.2967 1.4570 -3.3396
H -0.4222 2.5591 -2.1033
H -0.8001 0.8013 -2.1223
H 3.2774 2.0411 -1.1419
H 2.6199 2.3512 -2.7214
H 1.1536 4.2151 -1.7637
H 2.9013 4.4985 -1.6161
H 1.9980 3.9941 -0.1952
H -1.9709 2.1547 1.4026
N 0.8191 -2.6430 3.2318
N -1.4651 -1.6808 -0.5118
N -2.8288 -3.2741 -1.1951
N 0.5880 -0.1961 0.4612
O 1.4037 -0.0800 2.5699
O -0.3216 3.3076 0.5530
O -1.3749 1.4402 1.1073
```

---

No. 6
C2H5OPS | ωB97M-V/def2-TZVPD

* spin multiplicity: 1
* frontier orbital gap: 9.508 eV
* E_LUMO: 0.021 Eh
* structure (SMILES): CC(=O)SP
* E_HOMO: -8.9 eV

Geometry as XYZ:
```
10
C2H5OPS, DFT ωB97M-V/def2-TZVPD
C -0.1110 -0.5216 -0.1222
C 0.6426 -1.4487 -0.9048
O -1.2553 -0.5865 0.2946
P -0.7986 1.7021 1.4768
S 0.9101 0.8916 0.4423
H 1.3104 -1.9008 -0.2163
H 1.2578 -0.8245 -1.6944
H 0.0075 -2.2974 -1.2073
H -1.8195 2.0626 0.4231
H -0.1440 2.9232 1.5083
```

---

No. 7
C52H35Cl4N8SSr | ωB97M-V/def2-TZVPD

* charge: -1
* spin multiplicity: 1
* frontier orbital gap: 5.635 eV
* E_LUMO: 0.039 Eh
* E_HOMO: -4.6 eV

Geometry as XYZ:
```
101
C52H35Cl4N8SSr, DFT ωB97M-V/def2-TZVPD
Sr 0.0233 1.2999 -0.8672
Cl -6.4565 2.5539 6.2606
C -5.2756 2.2022 5.0183
C -5.1057 0.8980 4.5885
C -4.1682 0.6291 3.6016
C -3.4047 1.6534 3.0463
C -3.5961 2.9541 3.5019
C -4.5300 3.2398 4.4876
C -2.3852 1.3483 1.9971
C -1.0370 1.4914 2.3982
C -0.6026 1.7688 3.7571
C 0.7524 1.7463 3.7549
C 1.1678 1.4515 2.3935
C 2.5070 1.2359 1.9825
C 3.5585 1.6413 2.9647
C 3.6671 2.9835 3.3276
C 4.6230 3.4185 4.2323
C 5.4866 2.4904 4.7878
Cl 6.6964 3.0245 5.9280
C 5.4056 1.1504 4.4552
C 4.4428 0.7359 3.5462
C 2.9436 0.6455 0.7766
N 2.1257 0.2046 -0.2098
C 2.8715 -0.4340 -1.1459
C 2.3695 -1.1188 -2.2743
C 3.3978 -1.7156 -3.1777
C 3.5641 -3.0911 -3.2941
C 4.5202 -3.6276 -4.1450
C 5.3139 -2.7713 -4.8861
Cl 6.5212 -3.4335 -5.9677
C 5.1722 -1.3978 -4.7946
C 4.2116 -0.8793 -3.9390
C 1.0223 -1.2903 -2.6583
C 0.5723 -1.9808 -3.8590
C -0.7774 -1.9080 -3.8713
C -1.1735 -1.1727 -2.6805
N -0.0583 -0.8227 -1.9929
C -2.4973 -0.8690 -2.3088
C -2.9370 -0.1582 -1.1716
C -4.3198 0.0001 -0.7433
C -4.2881 0.6309 0.4533
C -2.8842 0.8542 0.7726
N -2.1281 0.4006 -0.2467
C -3.5745 -1.3556 -3.2213
C -4.2605 -0.4400 -4.0155
C -5.2689 -0.8527 -4.8740
C -5.5883 -2.1980 -4.9292
Cl -6.8604 -2.7280 -6.0102
C -4.9252 -3.1307 -4.1521
C -3.9168 -2.7004 -3.3013
C 4.2694 -0.3586 -0.7506
C 4.3175 0.3212 0.4200
N 0.0636 1.3150 1.6180
H -5.6979 0.1048 5.0238
H -4.0164 -0.3859 3.2504
H -3.0044 3.7539 3.0739
H -4.6788 4.2521 4.8362
H -1.2464 1.9136 4.6096
H 1.4040 1.8677 4.6047
H 2.9888 3.7002 2.8821
H 4.6998 4.4634 4.4978
H 6.0820 0.4383 4.9074
H 4.3751 -0.3145 3.2915
H 2.9344 -3.7471 -2.7059
H 4.6509 -4.6972 -4.2336
H 5.7974 -0.7482 -5.3909
H 4.0820 0.1929 -3.8640
H 1.2054 -2.4398 -4.6008
H -1.4448 -2.2956 -4.6241
H -5.1914 -0.3508 -1.2713
H -5.1294 0.8986 1.0705
H -3.9892 0.6070 -3.9605
H -5.7966 -0.1430 -5.4953
H -5.1986 -4.1749 -4.2095
H -3.3914 -3.4139 -2.6786
H 5.1067 -0.7722 -1.2893
H 5.1985 0.5752 0.9846
C 0.6966 2.1046 -3.8083
C 1.0110 3.0682 -2.8273
C -0.2091 3.5715 -2.3087
C -1.2711 2.9192 -2.9811
C -0.7078 2.0170 -3.9052
H 1.4101 1.5399 -4.3930
H 2.0023 3.4013 -2.5468
H -0.3076 4.3886 -1.6034
H -2.3250 3.1035 -2.8208
H -1.2576 1.3735 -4.5785
C 2.0048 -2.0330 3.3287
C 0.5508 -2.3011 3.3863
N -0.1570 -2.6002 4.4396
N -1.4257 -2.7077 3.9456
C -1.5281 -2.4887 2.6204
S -2.8827 -2.5997 1.6270
N -0.2418 -2.1945 2.2802
N 0.2658 -1.9530 0.9866
H 2.4847 -2.3924 4.2362
H 2.1727 -0.9587 3.2328
H 2.4441 -2.5147 2.4544
H -2.1896 -2.9788 4.5371
H -0.5597 -1.8743 0.3890
H 0.7129 -1.0300 1.0182
```

---

No. 8
C7H15NO2PS | ωB97M-V/def2-TZVPD

* expectation value of S²: 2.010
* charge: -1
* spin multiplicity: 3
* frontier orbital gap (alpha / beta): 3.757 / 4.409 eV
* E_LUMO (alpha / beta): 0.122 / 0.020 Eh
* E_HOMO (alpha / beta): -0.4 / -3.9 eV

Geometry as XYZ:
```
27
C7H15NO2PS, DFT ωB97M-V/def2-TZVPD
C -0.3242 -1.5512 0.1021
C 1.2085 1.3673 1.2188
C -0.7480 2.7349 2.0319
C -0.8947 -0.2428 -1.9302
C -0.3452 -2.6927 -2.1339
C -0.2728 1.6422 1.0932
C -0.9365 -1.6009 -1.2466
N 0.5007 -2.3934 0.5204
O -0.8461 -0.2590 3.0111
O -2.6819 0.2759 1.2925
P -1.2270 0.1204 1.6284
S -2.7142 -2.0161 -0.8859
H 1.4060 0.9700 2.2130
H 1.5211 0.6246 0.4876
H 1.7973 2.2763 1.0774
H -0.5711 2.4248 3.0613
H -1.8196 2.8842 1.9031
H -0.2274 3.6778 1.8510
H -1.3932 -0.2921 -2.8976
H 0.1407 0.0667 -2.0780
H -1.4001 0.4922 -1.3107
H -0.9411 -2.8096 -3.0375
H 0.6760 -2.4263 -2.4034
H -0.3247 -3.6342 -1.5911
H -0.5356 1.9026 0.0651
H 0.7722 -2.2555 1.4930
H -2.8521 -1.0705 0.0552
```

---

Which largest force on an atom belongs to each record? In order, 1.49 2.52 4.68 0.43 5.38 3.58 1.26 4.24 eV Å⁻¹.